No. 1
# C24H30N6O2

A 2-piece molecular cluster, C24H30N6O2 overall in a non-equilibrium geometry (wB97M-V/def2-TZVPD, the OMol25 dataset).

## Properties
Lowest unoccupied orbital energy: 0.19 eV
HOMO level: -0.2854 Eh
Structure (SMILES): CNC(=O)[C@H](Cc1ccccc1)NC(C)=O.Nc1nc2ccccc2nc1N1CCCC1
E_tot: -38411.7392 eV
F_max: 2.8 eV Å⁻¹
Energy above the lowest of the compared OMol25 structures with the same formula, charge and spin: 20.3 kcal per mole
Charge: 0

Cartesian coordinates (Å):
O 0.77 -6.02 0.46
O 1.44 -5.76 5.45
N 1.13 4.12 -3.00
N -1.54 4.34 -1.96
C 0.83 -5.83 1.66
C 2.17 -5.51 4.50
C 0.08 4.43 -3.76
C -1.28 4.54 -3.26
C -0.05 -0.20 1.20
C 0.90 -0.04 2.22
C -0.78 -1.40 1.09
C 1.13 -1.09 3.13
C -0.54 -2.45 2.01
C 1.66 3.33 0.51
C 0.37 3.44 1.03
C 0.42 -2.29 3.03
C 1.89 3.56 -0.85
C -0.70 3.78 0.18
C 0.84 3.90 -1.70
C -0.48 4.01 -1.18
N 0.50 4.69 -5.05
N 3.25 -6.29 4.30
N -2.38 4.85 -4.10
N 1.60 -4.84 2.12
C 0.03 -6.72 2.60
C 4.22 -6.21 3.21
C -2.52 4.21 -5.42
C -3.69 5.23 -3.54
C -4.02 4.02 -5.59
C -4.63 5.12 -4.73
C 0.70 -3.45 3.98
C 1.83 -4.38 3.51
H -0.23 0.60 0.49
H 1.45 0.88 2.30
H -1.51 -1.53 0.31
H 1.87 -0.96 3.91
H -1.09 -3.37 1.92
H 2.49 3.06 1.17
H 0.18 3.27 2.09
H 2.90 3.48 -1.26
H -1.71 3.87 0.57
H 1.51 4.77 -5.10
H -0.06 5.38 -5.54
H 3.37 -7.01 5.00
H 2.02 -4.29 1.39
H -0.69 -7.28 2.01
H 0.70 -7.41 3.10
H -0.51 -6.12 3.33
H 3.79 -6.62 2.30
H 5.11 -6.79 3.47
H 4.52 -5.18 3.04
H -2.00 3.25 -5.48
H -2.12 4.87 -6.21
H -3.99 4.53 -2.75
H -3.67 6.24 -3.13
H -4.31 3.04 -5.20
H -4.33 4.10 -6.63
H -5.65 4.88 -4.42
H -4.65 6.06 -5.28
H -0.22 -4.02 4.11
H 0.97 -3.04 4.95
H 2.73 -3.76 3.47

---

No. 2
# C24H31BN8OS4SiTb

C24H31BN8OS4SiTb as an isolated structure in a non-equilibrium geometry (wB97M-V/def2-TZVPD, the OMol25 dataset).

## Properties
Lowest unoccupied orbital energy (alpha / beta): 2.61 / 2.63 eV
HOMO level (alpha / beta): -0.1708 / -0.1711 Eh
E_tot: -113696.4661 eV
F_max: 3.1 eV Å⁻¹
Energy above the lowest of the compared OMol25 structures with the same formula, charge and spin: 0.0 kcal per mole
Charge: -1
2S+1: 7

Cartesian coordinates (Å):
Tb -0.61 0.40 -0.39
N 2.85 3.40 -1.68
C 1.72 2.85 -1.05
S 0.41 2.43 -2.08
N 1.82 2.68 0.24
N 0.72 2.09 0.87
C 0.72 2.21 2.16
C -0.27 1.66 3.07
C -0.05 1.83 4.45
C -0.92 1.42 5.44
C -2.09 0.77 5.01
C -2.41 0.59 3.66
C -1.53 1.05 2.68
O -1.79 0.88 1.41
H 2.80 3.25 -2.67
H 3.70 3.44 -1.21
H 1.57 2.78 2.58
H 0.84 2.39 4.77
H -0.77 1.81 6.46
H -2.78 0.44 5.74
H -3.23 0.05 3.25
C 3.28 -0.53 3.52
Si 4.00 -1.67 2.28
C 5.86 -1.60 2.35
C 3.59 -3.46 2.71
C 3.41 -1.21 0.58
C 4.30 -0.88 -0.48
C 3.85 -0.37 -1.69
C 2.51 -0.10 -1.79
N 1.64 -0.40 -0.84
C 2.07 -0.91 0.32
S 0.85 -1.32 1.51
H 3.68 -0.94 4.41
H 2.20 -0.52 3.63
H 3.65 0.50 3.43
H 6.12 -1.93 3.36
H 6.34 -0.63 2.15
H 6.27 -2.40 1.64
H 4.20 -3.81 3.52
H 3.87 -4.08 1.83
H 2.54 -3.59 3.03
H 5.36 -1.10 -0.35
H 4.47 -0.09 -2.60
H 2.07 0.39 -2.64
C -2.99 -3.11 0.47
N -3.46 -2.79 -0.86
C -4.76 -2.53 -1.23
C -4.72 -1.94 -2.44
N -3.37 -1.87 -2.81
B -2.95 -1.28 -4.23
N -3.12 0.28 -4.25
C -3.10 0.96 -5.45
C -3.03 2.29 -5.17
N -2.91 2.44 -3.82
C -2.85 3.69 -3.05
C -3.02 1.22 -3.26
S -3.28 1.01 -1.53
C -2.61 -2.34 -1.81
S -0.88 -2.35 -1.79
H -3.53 -3.92 1.01
H -2.95 -2.22 1.16
H -1.94 -3.39 0.49
H -5.61 -2.66 -0.53
H -5.46 -1.43 -3.04
H -3.74 -1.68 -5.08
H -1.81 -1.70 -4.48
H -3.19 0.42 -6.40
H -3.01 3.17 -5.83
H -3.11 4.52 -3.77
H -1.84 3.88 -2.67
H -3.63 3.57 -2.25